ORCA calculation (ωB97M-V/def2-TZVPD) on an isolated molecule of C5H7NOS.

Geometry (Å):
1 C -0.52521 0.42173 -0.10130
2 C 0.40538 -0.74199 -0.13058
3 C -1.83847 -0.10285 0.08493
4 C 0.04147 1.74864 0.04576
5 C 1.90760 -0.76186 0.00660
6 N -1.69128 -1.45266 -0.00057
7 O -0.33591 -1.82886 -0.00077
8 S -3.23849 0.76894 0.08069
9 H 1.19845 1.73807 0.18757
10 H -0.33369 2.34408 0.79257
11 H -0.09628 2.45197 -0.92408
12 H 2.30702 -0.44541 1.05462
13 H 2.27360 -0.24816 -0.85016
14 H 2.38211 -1.81956 -0.16707
15 H -2.45628 -2.07210 -0.07822

## Properties
SMILES string: Cc1o[nH]c(=S)c1C
ΔE to the lowest compared entry with this formula, charge and spin: 76.2 kcal/mol
E_HOMO: -7.87 eV
Electronic energy: -19668.29860 eV

ORCA calculation (ωB97M-V/def2-TZVPD) on an isolated molecule of C5H7NOS.

Geometry (Å):
1 C -2.19793 0.61931 0.00020
2 C -1.18532 -0.46947 0.00441
3 C 0.14428 -0.32534 -0.00278
4 C 1.13138 -1.49043 0.00092
5 C 2.20771 0.89096 -0.00344
6 H -2.85955 0.53501 0.87652
7 H -2.82737 0.56359 -0.88508
8 H -1.76302 1.62348 -0.01244
9 H -1.56455 -1.49211 -0.01636
10 H 0.98528 -2.11297 -0.89262
11 H 0.99233 -2.10032 0.90624
12 H 0.38096 1.78008 0.02362
13 N 0.83437 0.89629 0.00015
14 O 2.91290 1.87451 0.00149
15 S 2.80854 -0.79257 -0.00082

## Properties
SMILES string: C/C=C1/CSC(=O)N1
ΔE to the lowest compared entry with this formula, charge and spin: 0.0 kcal/mol
E_HOMO: -8.61 eV
Electronic energy: -19671.60276 eV

ORCA calculation (ωB97M-V/def2-TZVPD) on an isolated molecule of C5H7NOS.

Geometry (Å):
1 C -2.26299 -0.17083 1.03853
2 C 0.87492 -1.44206 -0.11834
3 C 2.13142 -1.03875 0.20306
4 C 2.14531 0.38957 0.26034
5 C 0.88963 0.80909 -0.02245
6 H -1.88116 0.67734 1.56815
7 H -2.01300 -1.08966 1.60452
8 H -3.32232 -0.10248 0.92507
9 H 0.45911 -2.38289 -0.30001
10 H 2.99534 -1.71466 0.40638
11 H 2.98649 1.02167 0.49367
12 H -0.45077 2.06462 -0.59850
13 N 0.09215 -0.30187 -0.26836
14 O 0.36412 2.04719 -0.04766
15 S -1.56259 -0.25128 -0.62539

## Properties
SMILES string: CSn1cccc1O
ΔE to the lowest compared entry with this formula, charge and spin: 25.9 kcal/mol
E_HOMO: -7.91 eV
Electronic energy: -19670.47873 eV

ORCA calculation (ωB97M-V/def2-TZVPD) on an isolated molecule of C5H7NOS2.

Geometry (Å):
1 C -0.88457 -1.90366 0.38935
2 C 0.06060 -0.90895 0.36581
3 C -2.80996 0.11438 0.13188
4 C 1.57669 -1.27715 0.44338
5 C 0.65855 2.22061 -0.69204
6 N -0.34355 0.32036 0.33924
7 O 0.64497 1.36055 0.46109
8 S -3.37298 1.57899 0.15549
9 S -2.52367 -1.49112 0.01602
10 H -0.81860 -2.90946 0.15772
11 H 2.37406 -0.49881 0.43771
12 H 1.60069 -1.91437 -0.47027
13 H 1.78406 -1.95342 1.33631
14 H 0.36080 1.73806 -1.61468
15 H 1.69660 2.52449 -0.92371
16 H -0.00370 2.99950 -0.53331

## Properties
ΔE to the lowest compared entry with this formula, charge and spin: 116.7 kcal/mol
E_HOMO (alpha / beta): -7.26 / -7.26 eV
Electronic energy: -30500.87041 eV

ORCA calculation (ωB97M-V/def2-TZVPD) on a 2-piece molecular cluster, C5H7NP overall.

Geometry (Å):
1 C 2.34229 0.26830 -0.28855
2 C 1.73075 -0.98353 -0.08572
3 C 1.67823 1.46506 -0.10258
4 C 0.36750 -1.04339 0.09117
5 C 0.25512 1.29635 0.13572
6 N -0.30172 0.06477 0.18773
7 P -3.54076 0.25618 -0.25055
8 H 3.43146 0.30334 -0.64052
9 H 2.13896 -1.91177 -0.49815
10 H 2.21325 2.41323 -0.28499
11 H -0.02446 -2.03584 0.18686
12 H -0.39006 2.08699 0.06016
13 H -3.36832 1.59766 -0.42943
14 H -3.76096 0.40690 -1.59235

## Properties
ΔE to the lowest compared entry with this formula, charge and spin: 0.0 kcal/mol
<S²>: 2.011
Multiplicity: 3
Charge: +1
E_HOMO (alpha / beta): -12.44 / -14.43 eV
Electronic energy: -16065.14721 eV

ORCA calculation (ωB97M-V/def2-TZVPD) on an isolated molecule of C5H7NS.

Geometry (Å):
1 C 0.93866 1.98318 -0.20591
2 C 0.30696 1.00365 0.43783
3 C -0.95569 -1.11565 0.15576
4 C -2.14488 -0.53874 -0.46895
5 C 1.37467 -1.19984 -0.08533
6 H 1.45283 1.81639 -1.26765
7 H 0.96924 2.99451 0.10951
8 H -0.22392 1.55962 1.40935
9 H -0.89737 -2.13123 0.81750
10 H -2.33422 0.39528 -0.72543
11 H -2.93937 -1.30031 -0.28747
12 H 1.09780 -2.32308 -0.03545
13 N 0.33979 -0.48406 0.25135
14 S 3.01549 -0.65973 -0.10512

## Properties
SMILES string: C=CN(C=C)C=S
ΔE to the lowest compared entry with this formula, charge and spin: 96.4 kcal/mol
E_HOMO: -8.18 eV
Electronic energy: -17619.46387 eV

ORCA calculation (ωB97M-V/def2-TZVPD) on an isolated molecule of C5H7NS.

Geometry (Å):
1 C -1.35042 -0.09216 -0.45763
2 C -0.04530 -0.35188 -0.19342
3 C 0.70552 0.45646 0.79944
4 C 1.98800 0.70770 0.66220
5 C 0.59739 -1.39232 -1.02709
6 H -3.08506 0.83414 0.12847
7 H -1.74419 1.31730 1.17273
8 H -1.87254 -0.60192 -1.37287
9 H 0.21885 0.82560 1.73236
10 H 2.53470 0.31419 -0.19780
11 H 2.54265 1.25140 1.38894
12 H 1.66302 -1.50905 -0.88147
13 N -2.12373 0.76496 0.26915
14 S -0.02890 -2.52441 -2.02303

## Properties
SMILES string: C=C/C(C=S)=C\N
ΔE to the lowest compared entry with this formula, charge and spin: 40.7 kcal/mol
E_HOMO: -7.96 eV
Electronic energy: -17621.88069 eV

ORCA calculation (ωB97M-V/def2-TZVPD) on an isolated molecule of C5H7NS.

Geometry (Å):
1 C 1.97756 -0.52349 -0.00443
2 C 0.57086 -0.02300 -0.00442
3 C 0.14524 1.24077 0.00116
4 C -1.82251 0.05595 0.00129
5 C -0.64833 -0.91098 -0.00301
6 H 2.17350 -1.13839 0.87155
7 H 2.70038 0.28846 0.00622
8 H 2.17242 -1.14489 -0.86576
9 H 0.69606 2.15335 -0.00470
10 H -1.81471 2.11575 0.00069
11 H -0.73074 -1.56751 0.89395
12 H -0.72096 -1.55815 -0.88715
13 N -1.26353 1.28979 -0.00311
14 S -3.43524 -0.27767 -0.00230

## Properties
SMILES string: CC1=CNC(=S)C1
ΔE to the lowest compared entry with this formula, charge and spin: 0.0 kcal/mol
E_HOMO: -8.06 eV
Electronic energy: -17623.64568 eV

ORCA calculation (ωB97M-V/def2-TZVPD) on an isolated molecule of C5H7NS.

Geometry (Å):
1 C -1.85047 0.64182 -0.00913
2 C -0.25306 -1.20867 0.05391
3 C 1.28488 -1.06076 -0.00972
4 C 1.71463 0.18967 0.03076
5 C 0.51300 1.13145 0.01575
6 H -1.88079 1.70832 0.00400
7 H -0.63876 -1.81621 -0.76658
8 H -0.63268 -1.61892 0.99358
9 H 1.89740 -1.91919 -0.19002
10 H 2.73284 0.48101 -0.08259
11 H 0.47357 1.84102 0.84373
12 H 0.45019 1.69543 -0.92193
13 N -0.59872 0.20460 0.04130
14 S -3.21205 -0.26957 -0.00306

## Properties
SMILES string: S=CN1CC=CC1
ΔE to the lowest compared entry with this formula, charge and spin: 16.8 kcal/mol
E_HOMO: -8.25 eV
Electronic energy: -17622.91609 eV

ORCA calculation (ωB97M-V/def2-TZVPD) on C5H7NS as an isolated structure.

Geometry (Å):
1 C -1.72494 0.92123 0.16742
2 C 2.75570 -0.37617 -0.14986
3 C 1.71712 0.21371 0.38680
4 C -2.13219 -0.53265 0.39607
5 C 0.13041 -0.02728 -0.68877
6 N -0.70210 1.09415 -0.55104
7 S -0.68817 -1.52523 -0.21388
8 H -2.33882 1.68213 0.58170
9 H 3.76265 -0.18511 0.12535
10 H 2.72416 -1.14289 -0.81151
11 H 1.61526 1.08083 1.12877
12 H -2.49348 -0.58981 1.47100
13 H -3.11942 -0.63388 -0.10200
14 H 0.49382 0.02096 -1.74006

## Properties
ΔE to the lowest compared entry with this formula, charge and spin: 73.2 kcal/mol
E_HOMO: -8.33 eV
Electronic energy: -17620.47308 eV

ORCA calculation (ωB97M-V/def2-TZVPD) on C5H7NS as an isolated structure.

Geometry (Å):
1 C 0.71104 -0.37658 -1.21315
2 C -0.79286 -0.12204 -1.00037
3 C 0.97769 0.77173 -0.19202
4 C 0.34512 0.13303 1.07882
5 C -0.88406 -0.48054 0.53333
6 H 1.08683 -0.16216 -2.19970
7 H 1.05570 -1.35829 -0.85388
8 H -1.62363 -0.47565 -1.59771
9 H 1.95999 1.25840 -0.04603
10 H 0.98793 -0.34598 1.83700
11 H -1.14076 0.23256 2.37293
12 H -1.30981 -1.44581 0.82217
13 N -0.97758 0.66575 1.47407
14 S -0.39561 1.70557 -1.01546

## Properties
ΔE to the lowest compared entry with this formula, charge and spin: 54.8 kcal/mol
E_HOMO: -8.32 eV
Electronic energy: -17621.26722 eV

ORCA calculation (ωB97M-V/def2-TZVPD) on an isolated molecule of C5H7NS2.

Geometry (Å):
1 C -0.24542 0.55610 0.03179
2 C 1.96512 -0.32047 -0.15792
3 C 0.59618 -0.63603 -0.48088
4 C 0.45916 1.80970 -0.05129
5 C -1.98236 -0.83326 0.55514
6 N -1.41345 0.47288 0.49863
7 S 3.17782 -1.41014 -0.23853
8 S 2.30274 1.44386 0.06232
9 H 0.43613 -1.65829 -0.04725
10 H 0.28379 -0.81849 -1.53389
11 H 0.50078 2.36897 -1.10713
12 H 0.18415 2.35774 0.79633
13 H -3.01831 -0.67503 0.85963
14 H -1.89668 -1.30509 -0.43995
15 H -1.34965 -1.35244 1.25300

## Properties
SMILES string: C/N=C1/CSC(=S)C1
ΔE to the lowest compared entry with this formula, charge and spin: 34.2 kcal/mol
E_HOMO: -8.70 eV
Electronic energy: -28457.38343 eV